{
  "formula": "C23H41N2OP3Ru",
  "method": "wB97M-V/def2-TZVPD",
  "elements": ["Ru", "P", "P", "P", "H", "C", "C", "H", "C", "C", "C", "C", "C", "C", "C", "C", "C", "H", "H", "H", "H", "H", "H", "H", "H", "H", "H", "H", "H", "H", "H", "H", "H", "H", "H", "H", "H", "H", "H", "H", "H", "H", "H", "H", "H", "H", "C", "C", "C", "C", "C", "C", "O", "H", "H", "H", "H", "H", "H", "N", "C", "C", "C", "C", "C", "N", "C", "H", "H", "H", "H"],
  "positions_angstrom": [[-0.101, -0.306, -0.407], [0.630, 1.930, -0.179], [-1.507, -0.226, 1.393], [-1.649, 0.378, -1.825], [3.855, -3.379, -2.494], [3.824, -2.766, -3.402], [4.426, -1.579, -3.469], [5.044, -1.145, -2.662], [2.163, 2.222, 0.784], [-0.500, 3.079, 0.724], [0.911, 2.868, -1.724], [-2.284, -1.871, 1.646], [-0.653, 0.143, 2.976], [-2.972, 0.883, 1.649], [-1.151, 0.767, -3.527], [-2.921, 1.656, -1.601], [-2.560, -1.211, -1.943], [3.430, -3.249, -4.290], [4.489, -1.027, -4.434], [3.002, 1.750, 0.254], [2.052, 1.805, 1.798], [2.316, 3.310, 0.818], [-0.748, 2.704, 1.724], [-1.412, 3.290, 0.155], [0.071, 4.011, 0.831], [1.572, 2.310, -2.404], [1.413, 3.798, -1.420], [-0.043, 3.109, -2.215], [-3.302, -1.809, 2.053], [-1.682, -2.504, 2.304], [-2.351, -2.383, 0.685], [-1.328, 0.557, 3.742], [0.129, 0.886, 2.802], [-0.173, -0.751, 3.386], [-3.850, 0.524, 1.109], [-2.750, 1.898, 1.318], [-3.210, 0.927, 2.723], [-1.940, 1.246, -4.120], [-0.829, -0.127, -4.063], [-0.303, 1.453, -3.506], [-3.382, 1.874, -2.573], [-2.474, 2.580, -1.221], [-3.689, 1.311, -0.906], [-2.941, -1.332, -2.964], [-3.398, -1.205, -1.237], [-1.901, -2.058, -1.701], [2.547, -0.185, -2.421], [1.788, -1.414, -2.119], [1.114, -2.080, -3.151], [1.026, -1.543, -4.433], [1.668, -0.311, -4.709], [2.346, 0.386, -3.737], [3.324, 0.366, -1.600], [1.464, 0.501, -0.633], [2.161, -1.994, -1.270], [0.699, -3.073, -2.961], [0.360, -1.987, -5.198], [1.519, 0.187, -5.672], [2.893, 1.320, -3.923], [-0.100, -5.155, 3.460], [0.542, -4.294, 2.995], [1.300, -3.196, 2.426], [2.392, -2.596, 3.072], [3.004, -1.503, 2.482], [2.479, -1.011, 1.293], [1.319, -1.479, 0.795], [0.845, -2.655, 1.227], [2.727, -3.019, 4.023], [3.864, -1.008, 2.915], [2.987, -0.213, 0.743], [0.062, -3.129, 0.604]],
  "largest_force_ev_per_a": 4.46,
  "charge": 3,
  "lumo_energy_ev": [-9.2, -13.5],
  "multiplicity": 6
}